(1)
ORCA calculation (wB97M-V/def2-TZVPD) on a single C4H8N4 molecule at a distorted geometry.

```
16
Properties=species:S:1:pos:R:3:forces:R:3:mulliken_charge:R:1
C 3.937986 -0.297136 0.081783 -1.8 0.3 0.3 -0.295
N 2.687636 -0.643394 -0.092875 1.3 1.0 0.9 -0.646
N 1.709619 0.315488 -0.042905 2.1 1.0 -0.4 0.186
C 0.372807 0.010085 -0.059000 0.6 -0.7 0.0 0.154
C -0.547616 0.966569 -0.070149 -2.1 2.3 1.0 -0.487
N -1.990626 0.770041 0.079224 1.6 -3.5 -0.8 -0.324
N -2.259416 -0.471408 -0.055265 -0.6 2.5 0.1 -0.189
C -3.722565 -0.640400 0.052305 1.0 0.7 -0.5 -0.607
H 4.613399 -1.098480 0.259421 0.4 -0.8 -0.5 0.255
H 4.422569 0.697275 0.282878 -1.2 -0.5 -0.4 0.220
H 2.065166 1.301890 -0.046190 -0.9 -1.2 0.1 0.294
H 0.134795 -1.072459 -0.004648 0.2 1.0 -0.2 0.403
H -0.392744 2.076226 0.043446 0.6 -1.4 -0.4 0.231
H -3.959029 -0.201377 0.999403 -0.8 0.1 0.5 0.274
H -3.994103 -1.671114 -0.018591 -0.1 -0.6 0.0 0.281
H -4.164209 -0.061747 -0.762600 -0.2 -0.1 0.2 0.251
```
Positions in Å, forces in eV/Å.

The HOMO energy is -8.0 eV. The LUMO energy comes out at 0.310 eV. Its multiplicity is 1. The calculation puts the energy at -10234.1431 eV. The SMILES is C=NN/C=C/N=N/C. Its net charge is 0. The energy relative to the best compared isomer or geometry (same formula, charge and spin) is 4.0990 eV.

---

(2)
ORCA calculation (wB97M-V/def2-TZVPD) on a single C4H8N4 molecule at a distorted geometry.

```
16
Properties=species:S:1:pos:R:3:forces:R:3:mulliken_charge:R:1
H -2.377366 -1.838441 -0.212760 0.2 0.1 0.4 0.225
N -3.015857 -1.046198 -0.148244 1.4 3.7 0.0 -0.626
C -2.379652 0.100784 0.023956 -1.2 0.5 0.0 0.160
N -0.996132 0.270328 0.325490 0.2 -2.5 -2.5 -0.064
N -0.378790 1.502954 0.060670 2.7 -1.7 0.5 -0.488
C 0.933861 1.370738 -0.063318 -1.2 3.8 -2.8 -0.308
C 1.919526 0.251718 -0.273015 2.2 1.3 1.0 0.182
C 1.966784 -0.846322 0.683733 2.1 -3.5 6.1 -0.296
N 1.543479 -1.154303 -0.575639 -1.1 0.4 -2.7 -0.565
H -2.844660 1.203191 -0.015620 0.3 -2.8 0.2 0.291
H -0.514749 -0.494285 -0.255371 -0.4 1.0 1.6 0.286
H 1.384813 2.424264 -0.434811 -0.9 -2.4 1.3 0.216
H 3.067553 0.581019 -0.512310 -3.3 -0.5 0.2 0.277
H 1.265414 -1.226990 1.458638 -0.1 1.7 -0.3 0.190
H 2.966577 -1.363715 1.095555 -1.6 1.7 -1.4 0.233
H 2.340406 -1.556012 -0.987388 0.7 -0.7 -1.7 0.289
```
Positions in Å, forces in eV/Å.

The HOMO energy is -9.0 eV. The LUMO energy comes out at 0.566 eV. Its multiplicity is 1. The calculation puts the energy at -10233.2801 eV. The SMILES is [H]/N=C\N/N=C\[C@H]1CN1. Its net charge is 0. The energy relative to the best compared isomer or geometry (same formula, charge and spin) is 4.9620 eV.